{"formula": "C15H33N2O6", "method": "wB97M-V/def2-TZVPD", "symbols": ["C", "C", "O", "C", "C", "O", "C", "C", "C", "C", "C", "C", "C", "O", "O", "N", "C", "C", "N", "H", "H", "H", "H", "H", "H", "H", "H", "H", "H", "H", "H", "H", "H", "H", "H", "H", "H", "H", "H", "H", "H", "H", "H", "H", "H", "H", "C", "C", "O", "O", "H", "H", "H", "H", "H", "H"], "coordinates": [[-3.385410, 2.348048, 1.092786], [-2.923609, 3.650364, 0.469161], [-1.820004, 3.538793, -0.413171], [-0.674882, 2.933604, 0.135646], [-0.486851, 1.588203, -0.509823], [0.821275, 1.092266, -0.211222], [1.027688, -0.209322, -0.661401], [0.649364, -1.202371, 0.458878], [1.384866, -2.551968, 0.511484], [2.250336, -2.696663, 1.768920], [3.491043, -1.813592, 1.832984], [4.216017, -2.021981, 3.180966], [5.668447, -2.468748, 3.158519], [6.265624, -2.714017, 4.210613], [6.280191, -2.671620, 1.950626], [2.205525, -2.893036, -0.709321], [2.632072, -1.778213, -1.635542], [2.467403, -0.370896, -1.107327], [2.792493, 0.466586, -2.255313], [-2.830566, 2.127102, 1.998903], [-4.434822, 2.399072, 1.336905], [-3.260723, 1.515662, 0.411224], [-2.732378, 4.389259, 1.243539], [-3.735802, 4.043323, -0.129040], [-0.696619, 2.884991, 1.218971], [0.182418, 3.542627, -0.139022], [-0.588026, 1.723115, -1.585277], [-1.231765, 0.862355, -0.192079], [0.403290, -0.403708, -1.535773], [-0.420228, -1.361369, 0.450620], [0.856242, -0.690075, 1.389019], [0.644716, -3.334964, 0.603799], [2.535622, -3.746213, 1.827502], [1.607888, -2.493618, 2.614109], [4.143461, -2.029049, 0.995601], [3.158332, -0.784210, 1.799239], [4.217454, -1.095565, 3.739186], [3.668704, -2.727522, 3.789214], [6.025148, -1.995679, 1.320670], [3.040809, -3.370315, -0.376163], [1.710935, -3.593404, -1.251409], [3.643486, -1.964724, -1.964955], [2.016123, -1.847434, -2.522825], [3.170661, -0.099011, -0.333316], [2.009364, 0.529468, -2.888295], [3.059885, 1.389919, -1.959597], [-5.807147, 2.255219, -1.975344], [-5.420444, 0.909626, -2.548150], [-6.472340, -0.036777, -2.362952], [-6.133390, 2.140423, -0.597582], [-4.981340, 2.961865, -2.067147], [-6.673691, 2.657388, -2.515483], [-4.563273, 0.509777, -2.006031], [-5.162184, 0.994216, -3.608389], [-7.198191, 0.202924, -2.946228], [-6.613199, 1.309866, -0.500908]], "forces_ev_per_angstrom": [[0.4, 0.0, 0.2], [-0.6, -0.1, -0.1], [0.0, -0.1, 0.0], [0.2, 0.4, -0.3], [0.2, -0.3, 0.0], [0.0, 0.3, 0.0], [0.0, -0.3, 0.7], [0.3, 0.1, -0.3], [-0.5, 0.3, 0.9], [0.3, -0.2, -0.8], [-0.5, -0.2, 0.9], [0.3, 0.3, -0.7], [1.6, -1.0, 2.7], [-1.6, 0.6, -3.0], [0.1, 0.0, 0.7], [0.2, 0.0, 0.0], [0.1, -0.1, -0.2], [-0.3, 0.5, -0.8], [0.3, -0.4, 0.2], [0.1, -0.1, 0.2], [-0.3, 0.1, 0.1], [-0.1, -0.1, -0.3], [0.2, 0.2, 0.2], [-0.1, 0.1, -0.3], [-0.1, -0.1, 0.3], [0.2, 0.2, 0.0], [0.0, 0.0, -0.2], [-0.2, 0.0, 0.2], [-0.1, 0.0, -0.3], [-0.3, -0.2, -0.1], [0.1, 0.2, 0.2], [-0.2, -0.3, -0.3], [0.2, -0.2, 0.2], [-0.2, 0.0, 0.3], [0.2, 0.1, -0.3], [0.1, 0.3, -0.3], [0.0, 0.2, 0.2], [0.0, -0.3, 0.2], [-0.1, 0.1, -0.2], [0.1, 0.0, 0.0], [-0.1, -0.1, -0.2], [0.3, -0.1, 0.1], [-0.2, -0.1, -0.2], [0.1, -0.2, 0.4], [-0.1, 0.2, -0.2], [-0.1, 0.2, 0.0], [-0.2, 0.0, 0.2], [-0.1, 0.0, -0.1], [0.2, 0.0, 0.1], [0.2, 0.0, -0.1], [0.0, 0.0, 0.0], [0.1, 0.0, -0.1], [0.0, 0.0, 0.0], [0.1, 0.1, 0.0], [-0.1, 0.0, 0.0], [-0.1, 0.0, 0.0]], "lowdin_charge": [-0.07, -0.25, -0.13, -0.19, -0.16, -0.09, -0.33, -0.04, -0.23, -0.15, -0.17, -0.07, -0.45, 0.11, 0.10, 0.12, -0.06, -0.33, 0.08, 0.07, 0.07, 0.06, 0.12, 0.11, 0.13, 0.13, 0.14, 0.11, 0.16, 0.13, 0.13, 0.15, 0.13, 0.14, 0.09, 0.11, 0.13, 0.13, 0.09, 0.17, 0.18, 0.14, 0.14, 0.14, 0.09, 0.09, -0.24, -0.24, -0.07, -0.07, 0.12, 0.12, 0.11, 0.12, 0.09, 0.08], "lumo_energy_ha": -0.1243, "orbital_gap_ha": 0.3191, "charge": 1, "homo_energy_ev": -12.1}

=====

{"formula": "C15H33N5Ti", "method": "wB97M-V/def2-TZVPD", "symbols": ["Ti", "C", "C", "N", "C", "C", "N", "C", "C", "C", "N", "C", "C", "N", "C", "H", "H", "H", "H", "H", "H", "H", "H", "H", "H", "H", "H", "H", "H", "H", "H", "H", "H", "H", "H", "H", "H", "H", "H", "C", "C", "C", "C", "C", "N", "H", "H", "H", "H", "H", "H", "H", "H", "H"], "coordinates": [[-0.570433, 0.537172, -0.697367], [-2.001970, 1.915445, -3.215212], [-0.968870, 2.884213, -2.627454], [0.187356, 2.256681, -1.947774], [1.260043, 1.675458, -2.786958], [1.952051, 0.511302, -2.077075], [0.970644, -0.573134, -1.842544], [1.422935, -1.758309, -1.083212], [0.241969, -2.689903, -0.784684], [-0.571571, -2.419969, 0.481597], [-1.434679, -1.210844, 0.472475], [-2.763838, -1.402469, -0.131360], [-3.514490, -0.082135, -0.264879], [-2.714227, 0.956405, -0.953050], [-2.428906, 0.706024, -2.378142], [-1.641954, 1.509653, -4.163481], [-2.879102, 2.512238, -3.474244], [-1.448430, 3.506489, -1.868661], [-0.643387, 3.563098, -3.420538], [0.603681, 2.965773, -1.353154], [2.001803, 2.429502, -3.058432], [0.817779, 1.319854, -3.721767], [2.362894, 0.825717, -1.112853], [2.789264, 0.161626, -2.687506], [0.671370, -0.896941, -2.760393], [1.896798, -1.414775, -0.160169], [2.180999, -2.303985, -1.651192], [0.643840, -3.697481, -0.661463], [-0.406394, -2.754532, -1.666315], [0.120616, -2.304704, 1.317794], [-1.179404, -3.304778, 0.693963], [-1.565833, -0.930569, 1.440085], [-3.379599, -2.097984, 0.446923], [-2.623762, -1.858946, -1.114952], [-3.752838, 0.315984, 0.722947], [-4.458340, -0.263368, -0.787589], [-3.162721, 1.861167, -0.856773], [-3.274708, 0.202540, -2.856510], [-1.633112, -0.070216, -2.447937], [0.020088, 2.003510, 4.511411], [0.196277, 2.915172, 3.286440], [-0.969063, 3.908897, 3.166278], [1.543898, 3.653950, 3.342416], [0.196141, 2.071399, 2.088006], [0.215489, 1.401782, 1.150721], [0.060787, 2.621036, 5.407911], [0.816123, 1.262552, 4.574353], [-0.944198, 1.495838, 4.494116], [-0.974194, 4.538719, 4.055021], [-1.929270, 3.395637, 3.112273], [-0.855757, 4.555871, 2.296268], [1.541024, 4.305121, 4.215634], [1.697312, 4.273010, 2.458859], [2.375502, 2.957324, 3.440018]], "forces_ev_per_angstrom": [[0.2, 0.5, 0.6], [0.0, 0.0, -0.1], [0.0, 0.1, 0.0], [-0.1, -0.4, 0.2], [0.0, 0.1, -0.2], [0.1, 0.0, -0.1], [-0.4, 0.2, 0.0], [0.0, -0.1, 0.0], [0.0, -0.1, 0.0], [0.0, -0.1, 0.1], [0.3, 0.2, -0.3], [-0.1, -0.2, -0.2], [-0.1, -0.1, 0.0], [0.3, 0.0, -0.1], [-0.1, -0.2, -0.2], [0.0, 0.0, 0.0], [0.0, 0.0, 0.0], [0.0, 0.0, 0.0], [0.0, 0.0, 0.0], [0.0, 0.0, 0.0], [0.0, 0.0, 0.0], [0.0, 0.0, 0.0], [0.0, 0.0, 0.0], [0.0, 0.0, 0.1], [0.0, 0.0, 0.0], [0.0, 0.0, 0.0], [0.0, 0.0, 0.0], [0.0, 0.0, 0.0], [0.0, 0.0, 0.0], [0.0, 0.0, 0.0], [0.0, 0.0, 0.0], [0.0, 0.0, 0.0], [0.0, 0.0, 0.0], [0.0, 0.0, 0.0], [0.0, 0.0, 0.0], [0.0, 0.0, 0.0], [0.0, 0.0, 0.1], [0.0, 0.1, -0.1], [0.0, 0.0, 0.0], [0.0, 0.0, 0.0], [0.1, 0.1, 0.1], [0.0, 0.0, 0.0], [0.0, 0.0, 0.0], [0.2, -0.1, -0.1], [-0.3, 0.1, 0.1], [0.0, 0.0, 0.0], [0.0, 0.0, 0.0], [0.0, 0.0, 0.0], [0.0, 0.0, 0.0], [0.0, 0.0, 0.0], [0.0, 0.0, 0.0], [0.0, 0.0, 0.0], [0.0, 0.0, 0.0], [0.0, 0.0, 0.0]], "lowdin_charge": [0.84, -0.14, -0.18, -0.14, -0.16, -0.17, -0.15, -0.18, -0.16, -0.18, -0.14, -0.19, -0.16, -0.12, -0.22, 0.13, 0.13, 0.12, 0.14, 0.13, 0.14, 0.13, 0.13, 0.14, 0.14, 0.13, 0.13, 0.13, 0.12, 0.13, 0.13, 0.12, 0.14, 0.12, 0.13, 0.14, 0.14, 0.15, 0.09, -0.02, -0.58, -0.02, -0.02, -0.08, 0.15, 0.11, 0.10, 0.09, 0.11, 0.09, 0.09, 0.11, 0.09, 0.10], "lumo_energy_ha": [-0.1904, -0.1878], "spin_multiplicity": 3, "orbital_gap_ha": [0.2979, 0.4175], "e_above_lowest_kj_mol": 0.0, "charge": 2, "homo_energy_ev": [-13.3, -16.5]}

=====

{"formula": "C15H34B2Cs2F8InN3O10", "method": "wB97M-V/def2-TZVPD", "symbols": ["Cs", "Cs", "In", "N", "O", "O", "O", "B", "F", "F", "F", "F", "B", "F", "F", "F", "F", "C", "O", "C", "C", "N", "C", "C", "O", "C", "H", "H", "H", "H", "H", "H", "H", "H", "H", "H", "H", "H", "H", "H", "H", "C", "O", "C", "C", "N", "C", "C", "O", "C", "H", "H", "H", "H", "H", "H", "H", "H", "H", "H", "H", "H", "H", "H", "H", "C", "C", "O", "C", "O", "O", "H", "H", "H", "H"], "coordinates": [[-18.316371, -24.887144, 3.401151], [-22.974196, -26.425943, 8.335165], [-23.923986, -24.143238, 3.158247], [-26.205326, -24.527486, 6.151231], [-25.794893, -25.263306, 7.070806], [-27.384145, -24.262897, 6.073087], [-25.407351, -24.042615, 5.305502], [-21.487624, -25.241411, 5.656959], [-22.874735, -25.343098, 5.368209], [-20.917084, -24.734872, 4.473827], [-21.331921, -24.394504, 6.778049], [-21.005476, -26.480553, 6.119250], [-22.838643, -21.419338, 4.839357], [-22.825467, -20.120159, 5.226370], [-21.550102, -21.977011, 4.747664], [-23.660497, -22.211030, 5.700785], [-23.431270, -21.588960, 3.513799], [-24.178627, -27.897629, 4.307961], [-24.995691, -26.817185, 3.977061], [-26.233699, -27.277950, 3.454910], [-27.078941, -26.072394, 3.202681], [-26.451649, -25.188761, 2.240756], [-27.124193, -24.022290, 1.694548], [-27.320410, -22.959999, 2.746874], [-26.068913, -22.606056, 3.319472], [-26.079185, -21.512699, 4.193399], [-23.461505, -27.656053, 5.084215], [-23.696951, -28.333782, 3.425577], [-24.686987, -28.769500, 4.756874], [-26.689114, -27.882619, 4.239049], [-26.111695, -27.811538, 2.503637], [-27.203753, -25.503793, 4.112642], [-28.099048, -26.329374, 2.882599], [-26.342594, -25.810040, 1.430469], [-28.114890, -24.228030, 1.255671], [-26.540168, -23.668150, 0.843329], [-28.126152, -23.171627, 3.462236], [-27.653576, -22.036558, 2.239075], [-25.288658, -21.611934, 4.928505], [-26.990765, -21.446115, 4.805423], [-26.019552, -20.556852, 3.666146], [-19.213403, -28.030280, 8.389512], [-20.039539, -28.105566, 9.509665], [-19.432610, -28.201823, 10.801157], [-19.061645, -26.803344, 11.294125], [-20.166061, -25.876952, 11.136135], [-19.907860, -24.507608, 11.459267], [-19.761890, -24.312859, 12.970086], [-20.792162, -24.935316, 13.644316], [-20.826311, -24.703745, 15.049258], [-18.809801, -26.996716, 8.300356], [-19.638022, -28.286225, 7.429303], [-18.241892, -28.519145, 8.587149], [-18.544587, -28.817756, 10.617939], [-20.139572, -28.694265, 11.469469], [-18.188970, -26.459643, 10.721642], [-18.679259, -26.795641, 12.329237], [-20.969034, -26.285813, 11.608312], [-20.731049, -23.851057, 11.162704], [-19.014483, -24.195633, 10.925355], [-19.756176, -23.235832, 13.215554], [-18.739626, -24.618302, 13.267147], [-20.810960, -23.623123, 15.217145], [-19.919072, -25.090079, 15.546689], [-21.616556, -25.329655, 15.444287], [-19.573076, -20.510800, 7.309651], [-20.411277, -21.663517, 7.916296], [-20.365289, -21.384179, 9.323684], [-19.605296, -20.289928, 9.553867], [-19.391722, -19.881756, 10.633671], [-19.213927, -19.692305, 8.407828], [-20.131344, -20.044675, 6.508768], [-18.677789, -20.929514, 6.843690], [-19.961221, -22.628604, 7.713167], [-21.436784, -21.613321, 7.569560]], "forces_ev_per_angstrom": [[0.2, 0.1, 0.0], [0.0, 0.1, 0.3], [-2.0, 0.7, 2.1], [0.5, -1.4, 1.9], [0.3, 0.6, -1.1], [-0.3, 0.5, -0.6], [-0.3, -0.2, -0.7], [-0.2, 0.7, 1.5], [-0.3, -0.1, -0.5], [0.4, -0.5, 0.1], [0.0, 0.0, -0.9], [0.1, -0.1, -1.1], [0.4, -0.5, 0.7], [-0.1, 0.1, -0.2], [-0.3, 0.0, 0.0], [0.9, 0.1, -0.3], [-0.1, -0.9, -0.6], [0.7, -1.8, 0.4], [-0.1, 0.2, -0.1], [0.1, 0.5, 0.1], [-0.8, 1.2, 1.0], [0.8, -1.1, -1.9], [-0.6, 0.4, 0.3], [0.0, 1.5, -0.5], [0.4, -1.1, -0.8], [-0.8, 1.4, 1.7], [0.3, 0.6, -0.3], [0.3, 0.3, 0.0], [-0.6, 0.5, -0.2], [-0.3, -0.3, -0.4], [0.2, -0.4, 0.3], [-0.2, 0.0, 0.4], [0.1, -0.2, -0.2], [0.8, 0.4, 0.1], [0.1, -0.4, 0.3], [0.2, 0.1, 0.2], [0.5, -0.3, 0.3], [-0.1, -0.3, -0.1], [0.0, 0.1, -0.4], [-0.1, -0.5, -0.4], [0.3, -0.2, -0.3], [2.6, 1.7, 1.0], [-1.8, -0.6, -0.2], [0.4, 0.4, -1.1], [0.8, 0.2, -0.2], [-0.2, -1.0, -0.3], [-0.6, 0.3, 0.6], [1.4, 1.5, 0.4], [-0.4, -0.9, -0.1], [1.3, -0.3, -0.3], [-0.6, 0.0, -0.3], [-0.5, -0.5, 0.2], [-0.5, -0.8, -0.3], [0.0, 0.0, 0.8], [0.0, -0.1, -0.1], [-0.3, 0.2, -0.2], [-0.2, -0.4, 0.0], [-0.1, 0.5, 0.1], [-0.1, -0.3, -0.3], [0.1, 0.2, 0.1], [-0.1, 0.0, -0.3], [-0.3, -0.5, 0.2], [-0.7, -0.1, 0.4], [0.0, 0.1, -0.4], [-0.5, 0.6, 0.1], [0.1, -1.4, -0.5], [0.3, 0.9, 0.1], [0.2, -0.5, -0.6], [-0.7, 0.1, -0.3], [0.5, 0.4, 1.0], [-0.2, -0.2, -0.3], [-0.1, 0.8, 0.3], [0.2, 0.2, 0.2], [-0.2, -0.2, 0.1], [-0.2, -0.2, 0.1]], "lowdin_charge": [1.08, 1.12, 1.48, -0.53, 0.03, 0.15, -0.02, -1.38, 0.00, -0.06, 0.06, 0.04, -1.25, 0.21, 0.12, 0.07, 0.03, -0.10, -0.25, -0.18, -0.16, -0.04, -0.16, -0.16, -0.27, -0.08, 0.07, 0.11, 0.11, 0.15, 0.15, 0.10, 0.16, 0.14, 0.15, 0.14, 0.15, 0.16, 0.07, 0.12, 0.13, -0.12, -0.25, -0.16, -0.18, -0.02, -0.17, -0.25, -0.19, -0.06, 0.09, 0.08, 0.10, 0.13, 0.13, 0.13, 0.14, 0.13, 0.13, 0.13, 0.14, 0.13, 0.10, 0.10, 0.09, -0.11, -0.10, 0.05, -0.58, 0.19, 0.09, 0.12, 0.12, 0.11, 0.12], "lumo_energy_ha": -0.4092, "orbital_gap_ha": 0.0572, "charge": 2, "homo_energy_ev": -12.7}

=====

| no. | molar mass (g mol⁻¹) | calculated total energy (eV) |
| --- | --- | --- |
| 1 | 337.44 | -31347.590 |
| 2 | 331.33 | -46644.494 |
| 3 | 970.68 | -70403.429 |